<P>
Molecular formula: C3H9NO3S
Method: DFT, ωB97M-V/def2-TZVPD

```
17
C3H9NO3S, DFT ωB97M-V/def2-TZVPD
C 1.45 0.54 -0.29
C 0.62 -0.65 0.00
C -0.77 -0.59 -0.69
H 3.58 0.69 -0.23
H 2.46 0.88 1.45
H 1.80 0.70 -1.37
H 0.83 1.48 -0.17
H 1.10 -1.46 -0.43
H 0.49 -0.78 1.11
H -1.23 -1.52 -0.37
H -0.76 -0.42 -1.81
H -3.01 -1.37 1.27
N 2.64 0.37 0.48
O -2.22 -0.25 1.48
O -3.36 0.14 -0.60
O -1.58 1.80 0.21
S -2.05 0.45 -0.03
```

Summary:
E_HOMO = -9.426 eV
Charge = 0
Spin multiplicity = 1

---

<Q>
Molecular formula: C3H9NO3S
Method: DFT, ωB97M-V/def2-TZVPD

```
17
C3H9NO3S, DFT ωB97M-V/def2-TZVPD
N -0.36 0.99 -0.57
C 0.52 -0.02 0.01
C 1.80 -0.23 -0.86
S 2.88 1.15 -1.05
C -0.07 -1.46 0.15
O 0.31 -2.48 -0.31
O -1.30 -1.41 0.65
H -0.88 0.79 -1.33
H -0.83 1.57 0.12
H 1.03 0.32 0.96
H 1.54 -0.74 -1.86
H 2.58 -0.84 -0.35
H 2.55 1.82 0.13
H -1.93 -2.20 0.58
O -2.98 1.01 1.04
H -2.42 0.23 1.02
H -2.46 1.50 1.68
```

Summary:
E_HOMO = -8.772 eV
Charge = 0
SMILES = N[C@H](CS)C(=O)O.O
Spin multiplicity = 1

---

Energies, relative to the best one, in kcal/mol: <P> 74.4; <Q> 0.0.

---

<P>
Molecular formula: C9H17NO
Method: DFT, ωB97M-V/def2-TZVPD

```
28
C9H17NO, DFT ωB97M-V/def2-TZVPD
C 2.23 1.87 -0.48
C 0.68 1.51 -0.37
C 0.37 0.13 0.03
C -1.10 -0.41 -0.15
C -1.13 -1.90 0.26
C -1.43 -0.24 -1.68
C -2.16 0.40 0.70
C 0.89 -0.13 1.61
N 1.79 -1.12 0.93
C 1.40 -0.92 -0.35
O 1.63 -1.40 -1.45
H 2.64 1.40 -1.37
H 2.82 1.31 0.44
H 2.48 2.93 -0.45
H 0.12 1.67 -1.24
H 0.31 2.33 0.31
H -1.01 -2.04 1.34
H -0.39 -2.53 -0.34
H -2.11 -2.27 0.04
H -0.75 -0.76 -2.29
H -2.40 -0.67 -1.86
H -1.56 0.85 -2.00
H -2.29 1.36 0.20
H -1.73 0.43 1.81
H -3.12 -0.21 0.40
H 1.53 0.64 2.20
H 0.05 -0.42 2.33
H 2.22 -1.84 1.43
```

Summary:
E_HOMO = -9.470 eV
Charge = 0
SMILES = CC[C@]1(C(C)(C)C)CNC1=O
Spin multiplicity = 1

---

<Q>
Molecular formula: C9H17NO
Method: DFT, ωB97M-V/def2-TZVPD

```
28
C9H17NO, DFT ωB97M-V/def2-TZVPD
C -1.61 -0.68 -1.07
C -0.79 -0.04 -1.88
C -1.22 -0.86 0.34
C 0.51 0.50 -1.19
C -2.04 -0.22 1.48
C -0.77 -2.28 0.68
C 1.85 0.03 -1.88
C 0.39 2.07 -1.27
C 1.62 0.68 2.11
N 0.58 -0.01 0.11
O 0.75 1.08 1.06
H -2.59 -1.18 -1.38
H -1.12 0.27 -2.89
H -1.92 -0.79 2.30
H -3.11 -0.17 1.03
H -1.66 0.76 1.82
H -1.57 -2.94 0.70
H -0.19 -2.43 1.60
H -0.13 -2.59 -0.09
H 1.82 -1.10 -1.69
H 2.55 0.51 -1.22
H 1.95 0.17 -2.87
H 1.34 2.51 -1.68
H 0.10 2.44 -0.28
H -0.22 2.33 -2.05
H 1.88 1.49 2.75
H 2.54 0.42 1.51
H 1.16 -0.03 2.75
```

Summary:
E_HOMO = -8.115 eV
Charge = 0
Spin multiplicity = 1

---

Energies, relative to the best one, in kcal/mol: <P> 0.0; <Q> 82.7.

---

<P>
Molecular formula: C5H9ClO
Method: DFT, ωB97M-V/def2-TZVPD

```
16
C5H9ClO, DFT ωB97M-V/def2-TZVPD
C -1.95 0.55 -0.05
C 0.48 -0.85 -1.39
C 0.79 1.30 0.08
C 0.31 -0.77 1.26
C 0.27 -0.11 -0.04
O -2.14 1.72 -0.32
Cl -2.99 -0.70 0.18
H 1.47 -0.89 -1.73
H -0.13 -0.26 -2.11
H 0.02 -1.82 -1.22
H -0.01 1.90 0.02
H 1.49 1.44 -0.74
H 1.31 1.40 1.05
H -0.42 -0.48 2.01
H 0.28 -1.84 1.23
H 1.24 -0.59 1.76
```

Summary:
E_HOMO = -8.126 eV
Charge = 0
Spin multiplicity = 1

---

<Q>
Molecular formula: C5H9ClO
Method: DFT, ωB97M-V/def2-TZVPD

```
16
C5H9ClO, DFT ωB97M-V/def2-TZVPD
C 2.31 -0.92 1.73
C -0.42 -1.22 -0.51
C -0.56 0.63 1.20
C -1.52 0.88 -1.10
C -0.89 0.15 -0.17
O 2.19 -1.84 2.36
Cl 2.25 1.01 -2.17
H -1.08 -2.05 -0.15
H 0.68 -1.37 -0.14
H -0.50 -1.23 -1.72
H 0.66 0.44 1.44
H -0.95 -0.03 2.11
H -1.00 1.58 1.33
H 2.63 1.54 -1.06
H -1.84 0.53 -2.17
H -1.97 1.91 -0.98
```

Summary:
E_HOMO = -9.154 eV
Charge = 0
Spin multiplicity = 1

---

Energies, relative to the best one, in kcal/mol: <P> 16.7; <Q> 0.0.

---

<P>
Molecular formula: C4H13NO
Method: DFT, ωB97M-V/def2-TZVPD

```
19
C4H13NO, DFT ωB97M-V/def2-TZVPD
C -0.46 -1.64 1.31
C 0.79 -1.20 0.59
C 1.47 0.08 1.16
H -1.22 -0.87 1.35
H -0.76 -2.58 0.84
H -0.21 -1.81 2.36
H 1.56 -1.98 0.56
H 0.51 -1.05 -0.45
H 2.35 0.45 0.64
H 1.80 -0.09 2.19
H 0.73 0.86 1.38
N -1.46 0.60 -1.94
C -0.91 1.48 -0.96
O 0.29 2.13 -1.37
H -0.96 -0.18 -2.34
H -1.85 1.15 -2.68
H -0.70 1.00 0.01
H -1.75 2.15 -0.76
H 0.77 1.49 -1.91
```

Summary:
E_HOMO = -9.725 eV
Charge = 0
SMILES = CCC.NCO
Spin multiplicity = 1

---

<Q>
Molecular formula: C4H13NO
Method: DFT, ωB97M-V/def2-TZVPD

```
19
C4H13NO, DFT ωB97M-V/def2-TZVPD
C 1.81 0.86 0.01
C 0.89 1.88 -0.60
C -0.60 1.58 -0.22
N -0.81 1.60 1.23
C -1.00 0.29 1.89
H 1.57 -0.15 -0.30
H 2.85 0.98 -0.33
H 1.82 0.92 1.09
H 0.93 2.88 -0.17
H 0.90 1.98 -1.68
H -1.14 2.42 -0.63
H -1.02 0.64 -0.57
H -0.05 2.03 1.73
H -1.20 -0.54 1.20
H -0.28 0.11 2.67
H -1.99 0.34 2.36
O -1.18 -5.70 -2.36
H -1.29 -6.46 -2.95
H -0.20 -5.66 -2.37
```

Summary:
E_HOMO = -8.337 eV
Charge = 0
SMILES = CCCNC.O
Spin multiplicity = 1

---

Energies, relative to the best one, in kcal/mol: <P> 0.0; <Q> 7.7.

---

<P>
Molecular formula: CH3NO2
Method: DFT, ωB97M-V/def2-TZVPD

```
7
CH3NO2, DFT ωB97M-V/def2-TZVPD
C -0.87 0.01 0.00
N 1.05 -0.15 -0.01
O 1.51 0.86 -0.26
O 1.58 -1.16 0.33
H -0.93 0.13 -1.11
H -0.88 0.93 0.44
H -1.46 -0.62 0.62
```

Summary:
E_HOMO (spin up / spin down) = -6.639 / -11.555 eV
Charge = 0
Spin multiplicity = 3

---

<Q>
Molecular formula: CH3NO2
Method: DFT, ωB97M-V/def2-TZVPD

```
7
CH3NO2, DFT ωB97M-V/def2-TZVPD
C -0.18 0.90 1.20
N 0.35 -0.79 -0.73
O -0.19 1.16 0.01
O 0.16 -1.56 0.30
H -0.87 1.52 1.90
H 1.19 -0.69 -1.33
H -0.45 -0.54 -1.36
```

Summary:
E_HOMO (spin up / spin down) = -7.933 / -9.993 eV
Charge = 0
Spin multiplicity = 3

---

Energies, relative to the best one, in kcal/mol: <P> 51.8; <Q> 0.0.

---

<P>
Molecular formula: C4H3BrO
Method: DFT, ωB97M-V/def2-TZVPD

```
9
C4H3BrO, DFT ωB97M-V/def2-TZVPD
C 0.14 -2.82 0.18
C -0.65 -1.82 0.09
C 0.93 2.29 -0.04
C -1.25 -0.78 -0.38
O 1.93 1.66 0.05
Br -2.78 0.11 0.17
H 0.92 -3.61 0.18
H -0.10 1.65 -0.04
H 0.86 3.33 -0.21
```

Summary:
E_HOMO (spin up / spin down) = -8.428 / -8.411 eV
Charge = 0
Spin multiplicity = 1

---

<Q>
Molecular formula: C4H3BrO
Method: DFT, ωB97M-V/def2-TZVPD

```
9
C4H3BrO, DFT ωB97M-V/def2-TZVPD
C -2.63 2.15 -0.42
C -2.81 1.01 -0.15
Br -3.20 -0.64 0.03
H -2.24 3.08 -0.31
C 0.27 -1.02 -0.53
C 0.73 0.13 -0.09
O 1.16 1.14 0.32
H -0.74 -1.21 -0.79
H 0.85 -1.88 -0.32
```

Summary:
E_HOMO = -9.297 eV
Charge = 0
SMILES = C#CBr.C=C=O
Spin multiplicity = 1

---

Energies, relative to the best one, in kcal/mol: <P> 65.1; <Q> 0.0.